(1)
Here is a cluster of 4 separate species, C14H28O12PS3 in total from the OMol25 dataset. Energies are from the ωB97M-V functional and the def2-TZVPD basis.

CARTESIAN COORDINATES (ANGSTROEM)
C  0.667  3.154  -3.408
C  -0.149  2.126  -3.212
C  -1.169  0.957  -2.718
C  -0.648  0.185  -1.403
C  0.672  -0.732  -1.643
P  1.008  -1.777  -0.060
C  0.216  -1.024  1.487
C  1.071  -1.203  2.848
C  2.631  -0.790  2.741
H  1.621  3.798  -3.431
H  -2.144  1.525  -2.418
H  -1.450  0.268  -3.596
H  -0.368  0.988  -0.607
H  -1.467  -0.504  -0.945
H  1.581  -0.008  -1.731
H  0.591  -1.405  -2.591
H  2.401  -2.096  0.073
H  0.332  -3.038  -0.304
H  -0.799  -1.576  1.663
H  -0.067  0.094  1.367
H  0.596  -0.475  3.628
H  0.957  -2.265  3.301
H  3.079  -0.836  1.684
H  3.215  -1.537  3.417
H  2.802  0.272  3.172
C  -3.507  5.140  -4.317
C  -2.799  4.474  -3.146
O  -2.665  5.497  -2.162
S  -3.932  6.509  -2.274
O  -4.903  6.124  -1.290
O  -3.433  7.848  -2.394
O  -4.464  6.021  -3.730
H  -2.810  5.741  -4.909
H  -4.003  4.416  -4.966
H  -1.823  4.075  -3.423
H  -3.412  3.673  -2.719
C  -4.592  -3.519  -2.148
C  -5.807  -2.720  -1.700
O  -5.328  -1.873  -0.655
S  -3.783  -1.480  -0.958
O  -3.761  -0.191  -1.587
O  -2.998  -1.794  0.204
O  -3.496  -2.603  -2.095
H  -4.383  -4.341  -1.457
H  -4.708  -3.916  -3.158
H  -6.614  -3.358  -1.339
H  -6.180  -2.083  -2.507
C  7.111  -1.329  4.655
C  7.540  -2.190  5.834
O  6.436  -3.063  6.076
S  5.697  -3.386  4.666
O  6.184  -4.645  4.181
O  4.298  -3.093  4.810
O  6.387  -2.205  3.790
H  6.435  -0.530  4.974
H  7.963  -0.894  4.130
H  7.764  -1.598  6.722
H  8.408  -2.806  5.578

Properties
E_HOMO, eV: -12.43
Net charge: +1
Gap between HOMO and LUMO, eV: 9.62

(2)
Here is a structure of composition C35H29AsNO6S2Sr from the OMol25 dataset. Energies are from the ωB97M-V functional and the def2-TZVPD basis.

CARTESIAN COORDINATES (ANGSTROEM)
Sr  -0.504  1.077  -0.458
O  -1.171  -0.391  -2.368
C  -0.759  -1.270  -1.550
O  -1.143  -1.294  -0.345
C  0.403  -2.157  -1.911
C  0.197  -3.254  -2.740
C  1.232  -4.127  -3.046
C  2.491  -3.874  -2.517
C  2.706  -2.764  -1.711
C  1.677  -1.869  -1.381
S  2.080  -0.461  -0.381
H  -0.797  -3.420  -3.143
H  1.061  -4.987  -3.683
H  3.320  -4.538  -2.738
H  3.698  -2.567  -1.323
C  -3.259  0.185  -3.022
C  -3.731  1.327  -2.165
C  -4.216  2.513  -2.717
C  -4.598  3.581  -1.910
C  -4.497  3.458  -0.536
C  -4.064  2.264  0.036
C  -3.680  1.213  -0.775
S  -4.749  4.837  0.547
O  -5.283  5.935  -0.211
O  -5.432  4.326  1.701
N  -3.255  5.254  1.051
C  -2.321  5.986  0.169
C  -1.663  5.182  -0.952
C  -0.999  3.862  -0.603
O  -0.123  3.398  -1.375
O  -1.486  3.199  0.373
H  -3.251  0.458  -4.078
H  -3.908  -0.687  -2.901
H  -2.250  -0.120  -2.731
H  -4.276  2.615  -3.794
H  -4.940  4.514  -2.342
H  -4.007  2.166  1.114
H  -3.312  0.293  -0.328
H  -2.810  4.432  1.459
H  -1.577  6.431  0.828
H  -2.874  6.806  -0.285
H  -0.969  5.811  -1.507
H  -2.438  4.890  -1.664
C  1.808  0.368  6.928
C  0.425  0.495  6.904
C  -0.266  0.379  5.704
C  0.426  0.145  4.520
C  1.814  0.032  4.546
C  2.501  0.133  5.748
As  -0.440  0.005  2.779
C  -0.716  -1.898  2.613
C  0.226  -2.831  2.215
C  -0.169  -4.150  2.039
C  -1.495  -4.516  2.243
C  -2.441  -3.571  2.611
C  -2.055  -2.248  2.797
C  -2.954  -1.119  3.115
C  -4.335  -1.190  3.279
C  -5.065  -0.033  3.516
C  -4.436  1.206  3.586
C  -3.057  1.286  3.426
C  -2.323  0.130  3.201
H  2.346  0.456  7.865
H  -0.120  0.681  7.822
H  -1.345  0.464  5.690
H  2.363  -0.131  3.625
H  3.580  0.036  5.758
H  1.240  -2.525  1.989
H  0.552  -4.889  1.711
H  -1.797  -5.545  2.088
H  -3.477  -3.864  2.735
H  -4.846  -2.143  3.206
H  -6.140  -0.094  3.631
H  -5.015  2.108  3.735
H  -2.564  2.251  3.454

Properties
E_HOMO, eV: -4.46
Relative energy (zero: lowest compared OMol25 entry of this formula, charge and spin), kJ/mol: 127.3
Net charge: -1
Gap between HOMO and LUMO, eV: 6.90

(3)
Here is a cluster of 5 separate species, C41H53ClF32O10P2S in total from the OMol25 dataset. Energies are from the ωB97M-V functional and the def2-TZVPD basis.

CARTESIAN COORDINATES (ANGSTROEM)
C  -6.209  2.584  -2.638
C  -6.508  3.809  -1.643
O  -5.383  3.903  -0.724
P  -4.263  5.095  -1.186
O  -4.407  5.593  -2.633
C  -2.504  4.372  -1.002
C  -2.344  3.031  -1.923
C  -1.152  3.234  -2.986
P  -0.054  1.716  -3.254
C  -0.895  0.448  -4.419
C  -1.550  1.113  -5.722
C  -3.043  1.677  -5.466
C  -4.195  0.627  -5.920
S  -5.463  1.529  -6.971
O  -4.880  1.631  -8.361
O  -6.793  0.789  -6.951
Cl  -5.852  3.435  -6.230
C  0.140  0.736  -1.615
C  0.737  1.640  -0.427
C  2.338  1.390  -0.244
O  0.000  1.582  0.815
C  -0.244  0.226  1.255
C  -1.814  -0.042  1.138
C  -2.743  0.971  1.909
C  -4.287  0.905  1.881
C  -4.923  -0.243  1.021
C  -4.048  -1.286  0.262
C  -2.477  -1.173  0.317
O  -4.517  6.452  -0.146
C  -3.347  7.321  -0.132
C  -2.489  6.970  1.185
H  -7.149  2.146  -3.113
H  -5.448  2.906  -3.435
H  -5.675  1.779  -2.004
H  -7.427  3.510  -1.006
H  -6.790  4.785  -2.161
H  -2.316  4.163  0.105
H  -1.785  5.204  -1.318
H  -3.366  2.828  -2.413
H  -2.151  2.177  -1.190
H  -1.617  3.522  -4.006
H  -0.493  4.137  -2.695
H  -1.708  -0.077  -3.777
H  -0.117  -0.375  -4.651
H  -0.825  1.901  -6.119
H  -1.643  0.308  -6.544
H  -3.236  1.907  -4.366
H  -3.172  2.615  -6.129
H  -4.778  0.246  -5.008
H  -3.766  -0.292  -6.453
H  -0.885  0.275  -1.406
H  0.932  -0.075  -1.845
H  0.661  2.738  -0.790
H  2.579  0.555  0.494
H  2.755  2.410  0.109
H  2.787  1.232  -1.291
H  0.005  0.206  2.386
H  0.420  -0.568  0.775
H  -2.276  1.819  2.528
H  -4.886  1.694  2.437
H  -6.059  -0.283  0.975
H  -4.563  -2.105  -0.363
H  -1.852  -1.937  -0.258
H  -2.743  7.164  -1.092
H  -3.674  8.419  -0.065
H  -2.514  7.821  1.962
H  -2.890  6.002  1.641
H  -1.408  6.804  0.855
F  -3.741  -5.476  3.943
C  -4.323  -6.683  4.078
F  -3.884  -7.184  5.261
C  -3.980  -7.643  2.938
F  -2.662  -7.952  2.932
F  -4.636  -8.817  3.182
C  -4.392  -7.193  1.519
O  -3.391  -6.557  0.708
C  -3.177  -5.175  0.905
F  -4.183  -4.668  1.642
F  -3.287  -4.601  -0.317
C  -1.789  -4.864  1.482
F  -1.564  -5.523  2.640
F  -1.665  -3.541  1.756
H  -5.403  -6.538  4.160
H  -4.627  -8.110  0.970
H  -5.328  -6.627  1.520
H  -1.001  -5.148  0.779
F  1.897  2.223  -9.023
C  2.547  3.149  -9.751
F  2.857  2.553  -10.931
C  3.816  3.665  -9.070
F  4.743  2.685  -8.946
F  4.371  4.601  -9.897
C  3.625  4.345  -7.696
O  3.839  3.544  -6.523
C  2.767  2.733  -6.084
F  1.638  3.106  -6.720
F  2.576  3.041  -4.782
C  3.064  1.232  -6.209
F  3.400  0.887  -7.469
F  1.973  0.496  -5.880
H  1.855  3.968  -9.966
H  4.402  5.112  -7.631
H  2.685  4.901  -7.638
H  3.889  0.943  -5.551
F  1.197  -4.636  5.363
C  0.945  -4.888  4.065
F  1.331  -6.173  3.847
C  1.685  -3.944  3.117
F  3.026  -4.118  3.194
F  1.337  -4.292  1.838
C  1.370  -2.440  3.268
O  2.267  -1.649  4.063
C  2.077  -1.659  5.464
F  0.880  -2.207  5.746
F  1.987  -0.361  5.837
C  3.238  -2.320  6.217
F  3.466  -3.578  5.786
F  2.968  -2.406  7.544
H  -0.133  -4.837  3.907
H  1.466  -2.012  2.266
H  0.326  -2.263  3.543
H  4.163  -1.750  6.089
F  9.633  -2.571  6.181
C  8.436  -3.024  5.768
F  8.252  -2.524  4.519
C  7.286  -2.599  6.683
F  7.111  -1.255  6.666
F  6.136  -3.130  6.167
C  7.373  -3.072  8.151
O  7.910  -2.151  9.114
C  9.317  -2.075  9.229
F  9.874  -3.118  8.584
F  9.594  -2.259  10.540
C  9.877  -0.718  8.783
F  9.514  -0.412  7.519
F  11.233  -0.726  8.808
H  8.489  -4.113  5.684
H  6.340  -3.220  8.480
H  7.834  -4.060  8.239
H  9.523  0.084  9.436

Properties
SMILES: CCOP(=O)(CCCP(CCCCS(=O)(=O)Cl)C[C@H](C)OCc1ccccc1)OCC.FC(F)C(F)(F)COC(F)(F)C(F)F.FC(F)C(F)(F)COC(F)(F)C(F)F.FC(F)C(F)(F)COC(F)(F)C(F)F.FC(F)C(F)(F)COC(F)(F)C(F)F
E_HOMO, eV: -8.06
Gap between HOMO and LUMO, eV: 7.45

(4)
Here is a structure of composition C42H48N4O4SSi2Ti from the OMol25 dataset. Energies are from the ωB97M-V functional and the def2-TZVPD basis.

CARTESIAN COORDINATES (ANGSTROEM)
Ti  0.288  0.265  -0.626
C  1.926  3.680  -3.396
C  0.795  4.378  -3.799
C  -0.452  3.957  -3.376
C  -0.545  2.832  -2.552
N  0.553  2.170  -2.175
C  1.751  2.576  -2.577
C  -1.807  2.287  -2.000
C  -3.047  2.850  -2.317
C  -4.204  2.331  -1.763
C  -4.115  1.250  -0.890
C  -2.874  0.703  -0.587
C  -1.678  1.194  -1.126
H  2.919  3.980  -3.701
H  0.885  5.250  -4.436
H  -1.341  4.495  -3.673
H  2.583  1.982  -2.215
H  -3.123  3.689  -3.000
H  -5.168  2.760  -2.014
H  -5.016  0.829  -0.457
H  -2.822  -0.159  0.076
C  -0.728  -1.077  -3.424
Si  1.140  -1.267  -3.387
C  1.497  -3.117  -3.476
C  1.702  -0.467  -5.023
N  1.775  -0.528  -1.987
C  3.097  -0.608  -1.628
C  4.119  -0.973  -2.531
C  5.456  -1.080  -2.170
C  5.852  -0.795  -0.876
C  4.879  -0.398  0.037
C  3.528  -0.335  -0.285
N  2.595  0.044  0.680
Si  2.510  -0.367  2.360
C  3.237  1.036  3.390
C  0.783  -0.730  2.999
C  3.522  -1.928  2.651
H  -1.109  -1.632  -4.287
H  -1.043  -0.034  -3.526
H  -1.182  -1.474  -2.514
H  1.093  -3.557  -4.394
H  1.017  -3.600  -2.620
H  2.565  -3.335  -3.424
H  1.017  -0.750  -5.830
H  2.712  -0.741  -5.331
H  1.669  0.623  -4.923
H  3.844  -1.193  -3.552
H  6.185  -1.382  -2.915
H  6.893  -0.853  -0.580
H  5.170  -0.114  1.044
H  2.732  1.966  3.110
H  4.305  1.163  3.193
H  3.096  0.876  4.463
H  0.272  0.186  3.296
H  0.825  -1.408  3.859
H  0.184  -1.187  2.203
H  4.601  -1.804  2.508
H  3.177  -2.710  1.977
H  3.348  -2.264  3.680
O  1.203  -3.376  0.452
O  -0.369  -1.244  -0.138
O  -1.273  5.775  2.520
S  -1.087  4.334  2.123
C  -0.248  4.317  0.518
C  1.268  4.476  0.735
C  1.521  4.616  2.245
C  0.442  3.771  2.906
H  -0.718  5.115  -0.058
H  -0.487  3.353  0.074
H  1.662  5.329  0.180
H  1.761  3.568  0.378
H  1.412  5.653  2.571
H  2.520  4.270  2.518
H  0.341  3.901  3.984
H  0.544  2.716  2.639
C  0.049  -3.258  0.426
C  -1.235  -3.352  0.566
C  -2.325  -3.306  1.295
C  -3.671  -3.315  0.641
C  -3.818  -2.730  -0.620
C  -5.047  -2.718  -1.257
C  -6.158  -3.289  -0.649
C  -6.030  -3.857  0.611
C  -4.799  -3.858  1.253
C  -2.245  -3.079  2.758
C  -3.102  -2.189  3.403
C  -2.973  -1.931  4.759
C  -1.992  -2.573  5.503
C  -1.132  -3.460  4.870
C  -1.256  -3.703  3.513
H  -2.950  -2.263  -1.061
H  -5.140  -2.241  -2.225
H  -7.122  -3.273  -1.144
H  -6.891  -4.298  1.098
H  -4.708  -4.297  2.240
H  -3.857  -1.668  2.824
H  -3.632  -1.215  5.234
H  -1.885  -2.367  6.561
H  -0.346  -3.949  5.434
H  -0.569  -4.371  3.011
O  0.644  1.271  0.933
N  1.857  1.233  0.211

Properties
E_HOMO, eV: -0.99
Relative energy (zero: lowest compared OMol25 entry of this formula, charge and spin), kJ/mol: 0.0
Net charge: -2
Gap between HOMO and LUMO, eV: 5.35

(5)
Here is a structure of composition C6H14BeN3 from the OMol25 dataset. Energies are from the ωB97M-V functional and the def2-TZVPD basis.

CARTESIAN COORDINATES (ANGSTROEM)
C  -3.044  0.173  0.897
Be  -0.427  1.597  1.158
N  -0.098  0.864  2.747
H  -2.184  -0.099  1.503
H  0.178  -0.131  2.739
H  0.417  2.686  1.145
H  -3.871  0.391  1.609
H  -3.351  -0.626  0.210
H  -2.884  1.098  0.321
H  0.763  1.360  3.041
H  -0.732  0.965  3.556
N  2.314  -1.711  -2.802
C  1.544  -1.027  -1.913
C  0.842  -1.661  -0.848
C  0.127  -0.878  0.044
N  0.121  0.495  -0.001
C  0.676  1.086  -1.122
C  1.485  0.387  -1.998
H  2.384  -2.718  -2.816
H  2.800  -1.217  -3.540
H  0.896  -2.752  -0.724
H  -0.509  -1.348  0.806
H  0.453  2.147  -1.264
H  2.099  0.920  -2.748

Properties
E_HOMO (spin up / spin down), eV: -0.83 / 0.24
Relative energy (zero: lowest compared OMol25 entry of this formula, charge and spin), kJ/mol: 64.9
Net charge: -1
Gap between HOMO and LUMO (spin up / spin down), eV: 4.27 / 3.14

| no. | maximum force (eV/A) |
| --- | --- |
| 1 | 7.3 |
| 2 | 6.7 |
| 3 | 6.4 |
| 4 | 1.8 |
| 5 | 2.6 |